# 1
This record from the OMol25 dataset describes a single C16H17N3O6S molecule in a non-equilibrium geometry. The level of theory is wB97M-V/def2-TZVPD.

Last columns: bonded neighbours and bond lengths (Å).
Atoms and positions in Å:
1 H 5.269 1.421 -1.633  N31 0.974
2 N -0.682 -0.129 -1.950  H11 1.259, C17 1.268, C28 1.369
3 C -2.874 0.952 4.064  H6 1.109, N15 1.461, C35 1.346
4 H 0.345 -3.582 1.623  C38 1.168
5 C 1.072 -1.818 -2.724  H21 1.215, C28 1.641, C34 1.247
6 H -2.866 0.480 5.068  C3 1.109
7 H -3.878 -0.486 -2.351  C8 1.174
8 C -3.063 0.312 -2.078  H7 1.174, C17 1.645, H23 0.917, O41 1.405
9 C -3.439 2.204 2.284  H18 0.856, C35 1.261, C39 1.604
10 H 3.967 2.337 -1.153  N31 0.949
11 H -0.831 1.023 -1.465  N2 1.259
12 H -1.656 -2.390 2.498  C20 1.009
13 H -3.970 2.663 4.209  C35 1.052
14 C 1.448 0.135 -1.078  C24 1.364, C28 1.311, H42 1.186
15 N -2.117 -0.179 3.533  C3 1.461, C22 1.396
16 O 3.217 1.058 1.194  S33 1.540
17 C -1.757 -0.640 -2.386  N2 1.268, C8 1.645, O32 1.232
18 H -3.890 2.780 1.840  C9 0.856
19 H -0.394 -1.389 2.791  C20 1.000
20 C -0.977 -1.774 2.077  H12 1.009, H19 1.000, O29 1.475, C38 1.630
21 H 0.171 -2.208 -3.439  C5 1.215
22 C -2.085 0.105 2.166  N15 1.396, O29 1.155, C39 1.557
23 H -3.039 1.198 -2.311  C8 0.917
24 C 2.761 -0.199 -1.231  C14 1.364, C26 1.629, S33 1.746
25 C -2.610 1.399 -0.178  C39 1.471, O41 1.435, O43 1.188
26 C 3.254 -1.669 -1.731  C24 1.629, C34 1.442, H36 1.071
27 O 5.109 -0.565 0.469  S33 1.667
28 C 0.653 -0.432 -1.953  N2 1.369, C5 1.641, C14 1.311
29 O -1.416 -0.511 1.455  C20 1.475, C22 1.155
30 H 2.642 -2.958 -3.077  C34 0.964
31 N 4.602 1.658 -0.964  H1 0.974, H10 0.949, S33 1.691
32 O -1.980 -1.519 -3.219  C17 1.232
33 S 3.879 0.434 -0.049  O16 1.540, C24 1.746, O27 1.667, N31 1.691
34 C 2.260 -2.190 -2.637  C5 1.247, C26 1.442, H30 0.964
35 C -3.432 2.058 3.537  C3 1.346, C9 1.261, H13 1.052
36 H 4.295 -1.787 -1.509  C26 1.071
37 H -0.521 -2.896 0.175  C38 1.022
38 C -0.059 -2.647 1.052  H4 1.168, C20 1.630, H37 1.022, H40 1.142
39 C -2.804 1.146 1.258  C9 1.604, C22 1.557, C25 1.471
40 H 0.909 -2.230 0.612  C38 1.142
41 O -3.250 0.220 -0.689  C8 1.405, C25 1.435
42 H 1.319 1.030 -0.310  C14 1.186
43 O -2.101 2.428 -0.482  C25 1.188

The SMILES is CCOc1ncccc1C(=O)OCC(=O)Nc1cccc(S(N)(=O)=O)c1. The calculation puts the HOMO energy at -8.35 eV. The energy above the lowest of the compared OMol25 structures with the same formula, charge and spin comes out at 1660.1 kJ/mol. As for the spin multiplicity: 1. The largest force on an atom is 16.17 eV/Å. The value obtained for the HOMO-LUMO gap is 0.2712 Eh.


# 2
This record from the OMol25 dataset describes a single C16H17N5O3S2 molecule in a non-equilibrium geometry. The level of theory is wB97M-V/def2-TZVPD.

Last columns: bonded neighbours and bond lengths (Å).
Atoms and positions in Å:
1 C 0.213 1.882 -0.164  C10 1.380, S12 1.778, C34 1.379
2 N 2.087 -1.587 -0.095  C26 1.356, C27 1.365, C37 1.389
3 N 1.831 2.109 1.959  H11 1.006, S12 1.660, H42 1.017
4 C 4.303 -0.868 0.517  C20 1.360, C37 1.406, H38 1.076
5 C -1.251 0.749 -1.667  C14 1.390, C34 1.384, H39 1.081
6 S -0.555 -2.295 -0.148  C8 1.824, C27 1.738
7 H 5.747 -1.127 -1.014  C20 1.078
8 C -1.661 -2.199 1.299  S6 1.824, H17 1.091, H23 1.089, C43 1.522
9 C -3.743 0.855 -1.385  C14 1.504, H28 1.091, C29 1.538, H36 1.092
10 C -0.862 2.394 0.533  C1 1.380, C25 1.383, H35 1.077
11 H 2.434 2.761 2.433  N3 1.006
12 S 1.871 2.316 0.312  C1 1.778, N3 1.660, O19 1.444, O40 1.434
13 H -3.096 -1.749 -0.726  N31 1.009
14 C -2.350 1.254 -0.982  C5 1.390, C9 1.504, C25 1.392
15 H -4.543 0.448 0.595  C29 1.092
16 H -5.270 -0.533 -0.703  C29 1.094
17 H -2.143 -3.174 1.390  C8 1.091
18 C 3.801 -1.789 -1.660  C20 1.418, C26 1.355, H30 1.078
19 O 2.769 1.382 -0.324  S12 1.444
20 C 4.715 -1.246 -0.723  C4 1.360, H7 1.078, C18 1.418
21 H -2.992 2.468 0.662  C25 1.079
22 H 0.904 0.697 -1.783  C34 1.079
23 H -1.032 -1.998 2.165  C8 1.089
24 N 2.269 -0.746 1.940  N32 1.336, C37 1.318
25 C -2.144 2.079 0.120  C10 1.383, C14 1.392, H21 1.079
26 C 2.495 -1.951 -1.336  N2 1.356, C18 1.355, H41 1.079
27 C 0.881 -1.604 0.545  N2 1.365, S6 1.738, N32 1.307
28 H -4.384 1.733 -1.468  C9 1.091
29 C -4.340 -0.093 -0.332  C9 1.538, H15 1.092, H16 1.094, N31 1.444
30 H 4.145 -2.068 -2.643  C18 1.078
31 N -3.414 -1.145 0.017  H13 1.009, C29 1.444, C43 1.351
32 N 0.996 -1.105 1.747  N24 1.336, C27 1.307
33 O -2.943 -0.334 2.073  C43 1.209
34 C 0.034 1.069 -1.264  C1 1.379, C5 1.384, H22 1.079
35 H -0.681 3.022 1.389  C10 1.077
36 H -3.716 0.354 -2.355  C9 1.092
37 C 2.945 -1.028 0.844  N2 1.389, C4 1.406, N24 1.318
38 H 4.962 -0.437 1.250  C4 1.076
39 H -1.399 0.104 -2.521  C5 1.081
40 O 2.092 3.713 0.074  S12 1.434
41 H 1.741 -2.354 -1.995  C26 1.079
42 H 2.001 1.150 2.250  N3 1.017
43 C -2.716 -1.110 1.174  C8 1.522, N31 1.351, O33 1.209

The SMILES is NS(=O)(=O)c1ccc(CCNC(=O)CSc2nnc3ccccn23)cc1. The calculation puts the HOMO energy at -8.17 eV. The energy above the lowest of the compared OMol25 structures with the same formula, charge and spin comes out at 0.0 kJ/mol. As for the spin multiplicity: 1. The largest force on an atom is 1.23 eV/Å. The value obtained for the HOMO-LUMO gap is 0.3099 Eh.


# 3
This record from the OMol25 dataset describes a single C16H17N5O5S molecule in a non-equilibrium geometry. The level of theory is wB97M-V/def2-TZVPD.

Last columns: bonded neighbours and bond lengths (Å).
Atoms and positions in Å:
1 H -2.893 0.255 1.163  O42 1.001
2 O -3.099 -1.319 0.629  C33 1.231
3 H 3.785 -2.390 -0.120  N30 0.998
4 H 2.563 0.310 -2.539  C22 1.092
5 H -3.486 2.407 -2.892  C39 1.072
6 O 3.117 -0.516 -0.723  C22 1.430, H36 0.986
7 C -2.581 4.156 -2.133  H25 1.111, C32 1.358, C39 1.375
8 C 1.200 0.897 -1.057  H12 1.110, C22 1.502, C28 1.498, O34 1.436
9 C -0.357 -3.658 1.299  S13 1.758, C35 1.435, C40 1.354
10 N 1.466 -2.424 0.341  C18 1.279, C40 1.401
11 H 4.051 -4.009 0.235  N30 0.988
12 H 0.761 1.689 -1.699  C8 1.110
13 S -2.094 -3.572 1.551  C9 1.758, C33 1.737
14 H -1.039 2.306 1.893  C31 1.083
15 H -1.549 -0.031 -0.839  C29 1.093
16 O 0.362 -5.618 2.403  C35 1.208
17 H 3.244 1.458 -1.348  C22 1.091
18 C 2.254 -3.355 0.724  N10 1.279, N21 1.355, N30 1.357
19 C -1.457 3.810 -0.092  C32 1.395, H41 1.098, C43 1.411
20 H 1.107 2.377 0.446  C28 1.094
21 N 1.886 -4.510 1.329  C18 1.355, H26 1.007, C35 1.358
22 C 2.606 0.583 -1.482  H4 1.092, O6 1.430, C8 1.502, H17 1.091
23 C -0.258 0.644 0.824  C28 1.526, C29 1.528, C31 1.575, H44 1.116
24 N -2.687 2.017 -1.027  C39 1.348, C43 1.331
25 H -2.924 4.725 -3.023  C7 1.111
26 H 2.542 -5.029 1.890  N21 1.007
27 H 1.894 0.902 0.991  C28 1.107
28 C 1.053 1.287 0.382  C8 1.498, H20 1.094, C23 1.526, H27 1.107
29 C -0.658 -0.331 -0.283  H15 1.093, C23 1.528, O34 1.453, N37 1.453
30 N 3.573 -3.173 0.461  H3 0.998, H11 0.988, C18 1.357
31 C -1.441 1.633 1.146  H14 1.083, C23 1.575, O42 1.435, C43 1.533
32 C -1.793 4.658 -1.147  C7 1.358, C19 1.395, H38 1.100
33 C -2.109 -2.046 0.721  O2 1.231, S13 1.737, N37 1.384
34 O 0.431 -0.301 -1.245  C8 1.436, C29 1.453
35 C 0.596 -4.639 1.734  C9 1.435, O16 1.208, N21 1.358
36 H 2.364 -1.115 -0.509  O6 0.986
37 N -0.859 -1.660 0.268  C29 1.453, C33 1.384, C40 1.375
38 H -1.410 5.689 -1.131  C32 1.100
39 C -2.928 2.827 -2.078  H5 1.072, C7 1.375, N24 1.348
40 C 0.106 -2.564 0.648  C9 1.354, N10 1.401, N37 1.375
41 H -0.858 4.141 0.767  C19 1.098
42 O -2.508 0.927 1.797  H1 1.001, C31 1.435
43 C -1.915 2.476 -0.044  C19 1.411, N24 1.331, C31 1.533
44 H -0.058 0.086 1.770  C23 1.116

The SMILES is Nc1nc2c(sc(=O)n2[C@@H]2O[C@H](CO)C[C@H]2[C@H](O)c2ccccn2)c(=O)[nH]1. The calculation puts the HOMO energy at -8.57 eV. The energy above the lowest of the compared OMol25 structures with the same formula, charge and spin comes out at 10.3 kJ/mol. As for the spin multiplicity: 1. The largest force on an atom is 2.90 eV/Å. The value obtained for the HOMO-LUMO gap is 0.3329 Eh.


# 4
This record from the OMol25 dataset describes 2 unconnected molecules or ions with the total composition C16H17NO2 in a non-equilibrium geometry. The level of theory is wB97M-V/def2-TZVPD.

Last columns: bonded neighbours and bond lengths (Å).
Atoms and positions in Å:
1 C 1.964 1.051 -1.623  H12 1.098, C25 1.392, C34 1.420
2 C -0.426 1.555 -2.983  C16 1.402, H27 1.090, C28 1.393
3 C 2.280 -1.599 -0.269  C7 1.572, H17 1.096, C18 1.507, H24 1.106
4 H -3.992 1.102 3.460  C36 1.095
5 C -2.890 0.954 1.611  H6 1.099, O20 1.442, H23 1.094, C36 1.508
6 H -3.094 0.674 0.568  C5 1.099
7 C 1.916 -2.970 0.407  C3 1.572, H8 1.101, H15 1.101, C31 1.504
8 H 2.196 -2.939 1.471  C7 1.101
9 H 2.771 2.729 -2.693  C25 1.089
10 C -0.554 0.772 1.541  O19 1.231, O20 1.365, C26 1.442
11 C 1.786 0.634 1.825  C26 1.375, N29 1.180
12 H 2.905 0.848 -1.096  C1 1.098
13 H -1.223 -0.153 -1.938  C28 1.096
14 H 0.637 3.187 -3.928  C16 1.091
15 H 2.469 -3.802 -0.056  C7 1.101
16 C 0.696 2.362 -3.216  C2 1.402, H14 1.091, C25 1.403
17 H 2.968 -0.998 0.335  C3 1.096
18 C 0.948 -0.946 -0.538  C3 1.507, C22 1.424, C34 1.437
19 O -0.524 1.827 0.907  C10 1.231
20 O -1.712 0.228 2.019  C5 1.442, C10 1.365
21 H -4.965 0.968 2.000  C36 1.091
22 C -0.084 -1.909 -0.352  C18 1.424, C31 1.383, H33 1.083
23 H -2.685 2.027 1.660  C5 1.094
24 H 2.782 -1.800 -1.233  C3 1.106
25 C 1.891 2.107 -2.527  C1 1.392, H9 1.089, C16 1.403
26 C 0.596 -0.054 1.815  C10 1.442, C11 1.375, H35 1.091
27 H -1.362 1.740 -3.511  C2 1.090
28 C -0.355 0.501 -2.076  C2 1.393, H13 1.096, C34 1.415
29 N 2.861 1.111 1.912  C11 1.180
30 H -0.155 -3.920 0.550  C31 1.089
31 C 0.425 -3.056 0.229  C7 1.504, C22 1.383, H30 1.089
32 H -4.164 -0.475 2.650  C36 1.092
33 H -1.124 -1.734 -0.596  C22 1.083
34 C 0.842 0.216 -1.376  C1 1.420, C18 1.437, C28 1.415
35 H 0.438 -0.836 2.560  C26 1.091
36 C -4.063 0.600 2.490  H4 1.095, C5 1.508, H21 1.091, H32 1.092

The calculation puts the HOMO energy at -7.74 eV. The energy above the lowest of the compared OMol25 structures with the same formula, charge and spin comes out at 289.9 kJ/mol. As for the spin multiplicity: 1. The largest force on an atom is 4.13 eV/Å. The value obtained for the HOMO-LUMO gap is 0.2314 Eh.


# 5
This record from the OMol25 dataset describes a single C16H17NO4 molecule in a non-equilibrium geometry. The level of theory is wB97M-V/def2-TZVPD.

Last columns: bonded neighbours and bond lengths (Å).
Atoms and positions in Å:
1 N 0.840 1.276 -0.132  C11 1.435, C34 1.359, H37 1.006
2 H -3.196 -1.323 -2.449  C14 1.089
3 C -1.960 1.197 0.761  C10 1.431, H16 1.071, C22 1.358
4 O 4.124 2.666 -0.522  C24 1.200
5 H 0.293 -4.479 0.071  C21 1.080
6 H 3.956 0.090 0.452  C28 1.090
7 H -0.462 -2.850 1.765  C36 1.080
8 O 2.201 3.458 0.279  C24 1.339, H32 0.971
9 H 0.756 -0.741 2.073  C30 1.081
10 C -1.443 0.697 -0.476  C3 1.431, C20 1.375, C34 1.469
11 C 2.255 1.159 -0.337  N1 1.435, C24 1.515, H26 1.097, C28 1.552
12 H -4.925 0.413 1.965  C19 1.089
13 C 1.942 -3.271 -0.567  C15 1.382, C21 1.385, H23 1.080
14 C -2.647 -0.385 -2.513  H2 1.089, C20 1.482, H27 1.090, H35 1.086
15 C 2.622 -2.079 -0.399  C13 1.382, C18 1.388, H29 1.080
16 H -1.418 1.632 1.576  C3 1.071
17 H -3.945 1.747 2.601  C19 1.086
18 C 2.205 -1.158 0.552  C15 1.388, C28 1.501, C30 1.388
19 C -4.379 1.319 1.703  H12 1.089, H17 1.086, C22 1.486, H38 1.089
20 C -2.535 0.236 -1.172  C10 1.375, C14 1.482, O33 1.346
21 C 0.830 -3.552 0.208  H5 1.080, C13 1.385, C36 1.383
22 C -3.305 1.009 0.723  C3 1.358, C19 1.486, O33 1.356
23 H 2.275 -3.979 -1.311  C13 1.080
24 C 2.973 2.489 -0.230  O4 1.200, O8 1.339, C11 1.515
25 O 0.303 0.050 -1.946  C34 1.219
26 H 2.394 0.759 -1.350  C11 1.097
27 H -3.184 0.276 -3.193  C14 1.090
28 C 2.892 0.171 0.676  H6 1.090, C11 1.552, C18 1.501, H31 1.093
29 H 3.483 -1.857 -1.014  C15 1.080
30 C 1.092 -1.449 1.328  H9 1.081, C18 1.388, C36 1.383
31 H 2.772 0.572 1.685  C28 1.093
32 H 2.699 4.289 0.332  O8 0.971
33 O -3.655 0.428 -0.451  C20 1.346, C22 1.356
34 C -0.049 0.628 -0.932  N1 1.359, C10 1.469, O25 1.219
35 H -1.647 -0.567 -2.896  C14 1.086
36 C 0.407 -2.639 1.158  H7 1.080, C21 1.383, C30 1.383
37 H 0.524 1.742 0.701  N1 1.006
38 H -5.089 2.026 1.277  C19 1.089

The SMILES is Cc1cc(C(=O)N[C@H](Cc2ccccc2)C(=O)O)c(C)o1. The calculation puts the HOMO energy at -8.43 eV. The energy above the lowest of the compared OMol25 structures with the same formula, charge and spin comes out at 0.0 kJ/mol. As for the spin multiplicity: 1. The largest force on an atom is 1.15 eV/Å. The value obtained for the HOMO-LUMO gap is 0.3283 Eh.